Record 1
Entry from OMol25: a structure of composition C4H7NO (the ωB97M-V functional and the def2-TZVPD basis).

Structure (XYZ):
```
13
Properties=species:S:1:pos:R:3:forces:R:3:mulliken_charge:R:1
C 2.053 0.464 0.810 0.463 -1.314 -0.696 -0.6610
N 1.379 -0.880 -0.009 -0.187 1.997 1.116 -0.6096
C 0.156 -0.602 0.046 0.415 0.780 0.470 0.5529
C -1.326 -0.936 -0.240 -0.009 -0.152 -0.094 -0.4684
C -1.564 0.404 0.472 -0.895 0.061 -0.041 -0.2846
O -0.186 0.567 0.659 -0.792 0.781 0.369 -0.3191
H 1.570 1.386 1.250 -0.116 -1.586 -0.926 0.2246
H 2.693 0.809 0.016 0.899 -0.115 0.233 0.3171
H 2.479 -0.073 1.643 0.890 0.047 -0.097 0.3123
H -1.726 -1.804 0.288 0.209 0.007 -0.169 0.2271
H -1.622 -0.951 -1.290 0.194 -0.144 0.114 0.2306
H -1.908 1.246 -0.128 -0.550 -0.228 -0.056 0.2396
H -2.024 0.381 1.460 -0.521 -0.134 -0.224 0.2385
```
Forces are in eV/Å.

Summary:
* multiplicity: 1
* max |F|: 0.0446 Eh/bohr
* HOMO: -9.60 eV
* ΔE to the lowest compared entry with this formula, charge and spin: 86.05 kcal/mol

---

Record 2
Entry from OMol25: an isolated molecule of C4H7NO (the ωB97M-V functional and the def2-TZVPD basis).

Structure (XYZ):
```
13
Properties=species:S:1:pos:R:3:forces:R:3:mulliken_charge:R:1
C -0.694 -1.301 0.438 -0.072 -0.289 0.343 -1.0405
C -0.624 1.236 -1.083 0.259 -0.165 -0.066 -0.2765
O -0.237 1.402 0.132 -1.659 1.216 -0.235 -0.2584
C 0.946 0.801 0.558 1.009 -2.253 -0.205 -0.5481
C 0.762 -0.854 0.224 -0.315 1.849 0.490 0.5708
N 1.711 -1.469 -0.201 0.494 -0.409 -0.286 -0.7117
H -1.277 -0.597 1.041 0.133 -0.113 -0.046 0.2998
H -1.218 -1.459 -0.511 0.203 0.067 0.055 0.2767
H -0.649 -2.257 0.958 -0.129 -0.017 -0.052 0.3761
H -1.649 1.515 -1.293 0.173 0.170 -0.045 0.3075
H 0.062 0.842 -1.828 -0.102 -0.093 0.125 0.3608
H 1.071 1.033 1.616 -0.055 -0.132 -0.177 0.2838
H 1.795 1.108 -0.052 0.060 0.170 0.100 0.3596
```
Forces are in eV/Å.

Summary:
* multiplicity: 1
* max |F|: 0.0482 Eh/bohr
* HOMO (alpha / beta): -7.10 / -5.71 eV
* ΔE to the lowest compared entry with this formula, charge and spin: 156.17 kcal/mol

---

Record 3
Entry from OMol25: an isolated molecule of C4H7NO (the ωB97M-V functional and the def2-TZVPD basis).

Structure (XYZ):
```
13
Properties=species:S:1:pos:R:3:forces:R:3:mulliken_charge:R:1
O -0.198 1.343 2.188 0.029 -0.129 -0.036 -0.2197
C 0.527 0.781 1.264 -0.339 -0.123 0.144 -0.3315
C -0.560 0.202 -1.362 -0.193 0.177 -0.108 -0.3979
N -0.093 -0.886 -0.518 -0.013 -0.094 0.099 -0.3273
C 0.858 -0.231 -1.406 0.247 0.010 -0.122 -0.3095
C -0.008 -0.590 0.904 0.038 0.027 0.033 -0.3267
H -0.986 0.808 2.449 0.145 0.029 0.013 0.3165
H -0.770 1.163 -0.887 0.069 -0.154 -0.097 0.1945
H -1.255 -0.081 -2.149 0.139 0.041 0.105 0.2430
H 1.590 0.438 -0.959 -0.126 -0.126 -0.093 0.2802
H 1.210 -0.847 -2.230 -0.077 0.087 0.132 0.2325
H -1.008 -0.794 1.345 0.125 0.103 -0.040 0.4174
H 0.692 -1.306 1.363 -0.043 0.150 -0.029 0.2284
```
Forces are in eV/Å.

Summary:
* multiplicity: 1
* max |F|: 0.0076 Eh/bohr
* HOMO: -8.54 eV
* ΔE to the lowest compared entry with this formula, charge and spin: 109.56 kcal/mol

---

Q: What is the formula in the second record?
A: C4H7NO

---

What did the second record say?
Entry from OMol25: an isolated molecule of C4H7NO (the ωB97M-V functional and the def2-TZVPD basis).

Structure (XYZ):
```
13
Properties=species:S:1:pos:R:3:forces:R:3:mulliken_charge:R:1
C -0.694 -1.301 0.438 -0.072 -0.289 0.343 -1.0405
C -0.624 1.236 -1.083 0.259 -0.165 -0.066 -0.2765
O -0.237 1.402 0.132 -1.659 1.216 -0.235 -0.2584
C 0.946 0.801 0.558 1.009 -2.253 -0.205 -0.5481
C 0.762 -0.854 0.224 -0.315 1.849 0.490 0.5708
N 1.711 -1.469 -0.201 0.494 -0.409 -0.286 -0.7117
H -1.277 -0.597 1.041 0.133 -0.113 -0.046 0.2998
H -1.218 -1.459 -0.511 0.203 0.067 0.055 0.2767
H -0.649 -2.257 0.958 -0.129 -0.017 -0.052 0.3761
H -1.649 1.515 -1.293 0.173 0.170 -0.045 0.3075
H 0.062 0.842 -1.828 -0.102 -0.093 0.125 0.3608
H 1.071 1.033 1.616 -0.055 -0.132 -0.177 0.2838
H 1.795 1.108 -0.052 0.060 0.170 0.100 0.3596
```
Forces are in eV/Å.

Summary:
* multiplicity: 1
* max |F|: 0.0482 Eh/bohr
* HOMO (alpha / beta): -7.10 / -5.71 eV
* ΔE to the lowest compared entry with this formula, charge and spin: 156.17 kcal/mol

---

Q: Which of these has the lowest ΔE to the lowest compared entry with this formula, charge and spin?
A: number 1

---

Q: Look up the multiplicity of the second one.
A: 1